No. 1
DFT (ωB97M-V/def2-TZVPD) results for C52H32N5O4SSe2Te2Y as an isolated structure.

The HOMO energy comes out at -1.42 eV. The calculation puts the relative energy (zero: lowest compared OMol25 entry of this formula, charge and spin) at 31.0 kJ/mol. For the frontier orbital gap, the calculation gives 4.446 eV.

```
! wB97M-V def2-TZVPD RIJCOSX def2/J DEFGRID3
* xyz -2 1
Y -0.650 0.154 0.337
C -7.020 -4.314 -1.322
C -7.042 -3.011 -0.844
C -5.853 -2.355 -0.550
C -4.626 -2.990 -0.730
C -4.616 -4.294 -1.215
C -5.801 -4.954 -1.509
C -3.347 -2.286 -0.393
C -3.044 -2.126 0.964
C -3.889 -2.562 2.062
C -3.240 -2.238 3.206
C -1.983 -1.630 2.820
N -1.907 -1.568 1.476
C -0.984 -1.211 3.713
C 0.310 -0.846 3.356
C 1.347 -0.477 4.306
C 2.452 -0.214 3.587
C 2.085 -0.372 2.185
C 2.932 -0.054 1.109
C 4.304 0.445 1.445
C 4.442 1.662 2.116
C 5.697 2.156 2.438
C 6.839 1.441 2.093
C 6.712 0.231 1.424
C 5.453 -0.261 1.104
C 2.596 -0.087 -0.258
N 1.374 -0.384 -0.762
C 1.433 -0.297 -2.126
C 0.384 -0.557 -3.015
C 0.649 -0.304 -4.464
C 1.482 -1.173 -5.172
C 1.756 -0.957 -6.514
C 1.203 0.143 -7.164
C 0.377 1.010 -6.464
C 0.093 0.784 -5.121
C -0.897 -1.048 -2.673
C -1.894 -1.489 -3.610
C -2.913 -2.017 -2.882
C -2.553 -1.885 -1.489
N -1.338 -1.281 -1.408
C 2.778 0.097 -2.504
C 3.491 0.221 -1.362
N 0.802 -0.783 2.087
C -1.370 -1.142 5.155
C -2.173 -0.092 5.600
C -2.531 -0.017 6.940
C -2.103 -0.982 7.844
C -1.301 -2.027 7.404
C -0.937 -2.101 6.066
H -7.945 -4.830 -1.550
H -7.986 -2.501 -0.697
H -5.863 -1.338 -0.176
H -3.662 -4.789 -1.358
H -5.771 -5.971 -1.879
H -4.845 -3.052 1.971
H -3.567 -2.406 4.220
H 1.228 -0.403 5.374
H 3.416 0.087 3.961
H 3.551 2.220 2.391
H 5.777 3.101 2.961
H 7.819 1.827 2.344
H 7.595 -0.339 1.159
H 5.349 -1.207 0.585
H 1.908 -2.024 -4.654
H 2.405 -1.640 -7.049
H 1.429 0.329 -8.207
H -0.030 1.890 -6.945
H -0.527 1.480 -4.566
H -1.824 -1.411 -4.683
H -3.832 -2.439 -3.258
H 3.123 0.273 -3.510
H 4.524 0.515 -1.274
H -2.493 0.675 4.902
H -3.141 0.811 7.278
H -2.388 -0.913 8.887
H -0.957 -2.781 8.102
H -0.306 -2.908 5.711
Se -2.237 1.556 2.097
Te -3.890 3.236 2.983
Te 0.600 3.509 4.098
Se 0.114 2.249 1.938
O -3.582 2.078 -1.191
C -2.859 1.344 -0.740
O -0.171 5.490 -3.847
S 0.381 4.158 -3.880
O 0.670 3.603 -5.184
N -0.479 3.130 -2.997
C 0.148 2.809 -1.861
O -0.266 2.018 -1.003
C 1.535 3.410 -1.749
C 2.471 3.266 -0.740
C 3.721 3.845 -0.932
C 4.015 4.547 -2.102
C 3.059 4.714 -3.099
C 1.827 4.128 -2.880
H 2.223 2.724 0.162
H 4.478 3.738 -0.165
H 5.006 4.967 -2.232
H 3.272 5.266 -4.004
*
```

***

No. 2
DFT (ωB97M-V/def2-TZVPD) results for C7H28CaN13O10 as an isolated structure.

The HOMO energy comes out at -10.39 eV. The calculation puts the relative energy (zero: lowest compared OMol25 entry of this formula, charge and spin) at 0.0 kJ/mol. For the frontier orbital gap, the calculation gives 8.464 eV.

```
! wB97M-V def2-TZVPD RIJCOSX def2/J DEFGRID3
* xyz 1 1
Ca -0.106 -0.043 0.383
N 3.132 -0.804 -1.680
O 3.778 -1.842 -1.805
O 3.419 0.217 -2.343
O 2.135 -0.782 -0.921
C -1.133 2.227 2.818
O -0.392 1.122 2.344
H -1.942 2.427 2.121
H -1.634 1.972 3.761
H -0.503 3.095 3.023
H 0.358 0.907 2.904
C -3.549 0.079 -0.050
O -2.446 0.004 0.478
N -4.571 -0.713 0.387
N -3.809 0.809 -1.148
H -5.356 -0.964 -0.187
H -4.383 -1.344 1.146
H -4.749 1.030 -1.418
H -2.997 1.180 -1.611
C 2.723 1.862 0.876
O 1.549 1.596 0.633
N 3.156 2.185 2.137
N 3.677 1.892 -0.070
H 2.453 2.118 2.849
H 4.114 2.271 2.417
H 3.500 1.460 -0.977
H 4.608 2.192 0.151
C -0.834 -3.468 0.484
O -0.796 -2.295 0.860
N -0.712 -4.521 1.316
N -0.974 -3.755 -0.837
H -0.550 -4.390 2.297
H -0.945 -5.432 0.966
H -0.980 -2.924 -1.417
H -0.774 -4.634 -1.276
C -0.675 2.931 -1.604
O -0.694 1.884 -0.970
N -0.899 2.947 -2.962
N -0.541 4.161 -1.045
H -1.049 2.021 -3.323
H -0.514 3.688 -3.518
H -0.777 4.911 -1.670
H -0.634 4.243 -0.049
C 2.005 -1.662 2.798
O 1.485 -0.871 2.019
N 2.196 -2.974 2.453
N 2.196 -1.397 4.122
H 2.893 -3.510 2.937
H 1.972 -3.176 1.492
H 2.378 -2.140 4.770
H 1.947 -0.505 4.502
C -0.754 -0.558 -3.062
O -0.761 -1.019 -1.917
N 0.418 -0.202 -3.634
N -1.855 -0.401 -3.839
H 1.324 -0.374 -3.225
H 0.450 0.028 -4.614
H -2.760 -0.634 -3.469
H -1.817 -0.124 -4.803
*
```

***

No. 3
DFT (ωB97M-V/def2-TZVPD) results for a 2-piece molecular cluster, C4H12 overall.

The HOMO energy (alpha / beta) comes out at 1.52 / -7.86 eV. The calculation puts the relative energy (zero: lowest compared OMol25 entry of this formula, charge and spin) at 30.6 kJ/mol. For the frontier orbital gap (alpha / beta), the calculation gives 2.614 / 12.252 eV.

```
! wB97M-V def2-TZVPD RIJCOSX def2/J DEFGRID3
* xyz -1 2
C -0.007 -1.852 0.518
C 0.541 -3.202 0.914
H -1.104 -1.914 0.505
H 0.285 -1.069 1.298
H 0.415 -1.549 -0.454
H 0.107 -3.482 1.890
H 1.654 -3.063 1.057
H 0.402 -3.989 0.211
C -0.374 1.843 -0.429
C -0.171 3.209 -1.088
H -0.233 0.998 -1.188
H 0.300 1.690 0.375
H -1.408 1.730 0.016
H -0.472 3.980 -0.333
H -0.798 3.329 -1.925
H 0.862 3.340 -1.366
*
```

***

No. 4
DFT (ωB97M-V/def2-TZVPD) results for a 11-piece molecular cluster, C43H114N12O19 overall.

The HOMO energy comes out at -7.56 eV. The calculation puts the relative energy (zero: lowest compared OMol25 entry of this formula, charge and spin) at 457.7 kJ/mol. For the frontier orbital gap, the calculation gives 7.860 eV.

```
! wB97M-V def2-TZVPD RIJCOSX def2/J DEFGRID3
* xyz 0 1
C -0.667 -3.090 -8.319
O -0.438 -1.732 -7.931
C -0.778 -1.578 -6.544
C -0.352 -0.123 -6.146
N -1.187 0.926 -6.710
C -0.756 2.217 -5.916
C 0.737 2.479 -5.901
O 0.817 3.754 -5.257
C 2.115 4.334 -5.093
H -0.328 -3.749 -7.519
H -0.203 -3.368 -9.265
H -1.707 -3.375 -8.475
H -0.241 -2.327 -5.963
H -1.796 -1.844 -6.261
H 0.693 -0.097 -6.454
H -0.379 -0.016 -5.061
H -1.089 1.094 -7.701
H -1.131 2.124 -4.897
H -1.384 3.040 -6.256
H 1.123 2.628 -6.910
H 1.402 1.814 -5.350
H 2.812 3.645 -4.617
H 1.973 5.105 -4.335
H 2.575 4.748 -5.990
C -7.040 3.023 -4.246
O -6.891 2.166 -5.422
C -5.910 2.518 -6.483
C -6.315 1.705 -7.744
N -6.437 0.302 -7.463
C -5.109 -0.230 -7.323
C -5.380 -1.735 -6.898
O -5.969 -1.790 -5.652
C -6.371 -3.027 -5.066
H -7.358 4.052 -4.415
H -6.173 3.139 -3.595
H -7.713 2.409 -3.649
H -4.945 2.209 -6.082
H -5.929 3.589 -6.685
H -5.474 1.840 -8.425
H -7.146 2.127 -8.308
H -6.633 0.209 -6.476
H -4.476 0.119 -6.507
H -4.523 -0.144 -8.238
H -4.448 -2.275 -7.062
H -6.180 -2.153 -7.509
H -5.984 -3.183 -4.059
H -5.894 -3.871 -5.564
H -7.448 -3.089 -4.905
C 4.642 -1.389 10.606
O 3.453 -1.164 9.952
C 3.127 -2.168 9.102
C 3.769 -1.919 7.732
N 3.474 -0.647 7.131
C 2.082 -0.554 6.819
C 1.733 0.677 5.951
O 2.384 1.854 6.334
C 1.550 2.675 7.117
H 5.479 -1.286 9.916
H 4.594 -2.325 11.163
H 4.798 -0.747 11.473
H 2.077 -2.362 8.880
H 3.557 -3.116 9.424
H 3.481 -2.745 7.082
H 4.857 -1.891 7.792
H 3.638 0.025 7.867
H 1.272 -0.543 7.548
H 1.863 -1.474 6.277
H 0.659 0.840 5.869
H 2.086 0.493 4.936
H 1.120 3.352 6.379
H 2.036 3.196 7.942
H 0.716 2.196 7.629
C -5.633 1.092 2.932
O -4.310 0.924 2.423
C -3.923 -0.466 2.141
C -3.284 -1.162 3.389
N -4.181 -1.401 4.517
C -3.586 -1.264 5.889
C -2.511 -2.371 6.016
O -1.599 -2.011 7.065
C -0.735 -3.056 7.487
H -5.809 0.803 3.968
H -6.394 0.588 2.336
H -5.863 2.157 2.936
H -3.140 -0.318 1.398
H -4.761 -1.073 1.799
H -2.386 -0.588 3.619
H -2.893 -2.135 3.093
H -4.878 -0.674 4.443
H -4.273 -1.310 6.734
H -3.011 -0.346 6.006
H -1.967 -2.510 5.082
H -2.969 -3.344 6.197
H -0.277 -3.605 6.665
H -1.310 -3.806 8.030
H 0.057 -2.560 8.049
C 3.926 2.044 2.599
O 5.030 1.179 2.272
C 5.440 1.128 0.952
C 6.936 0.764 0.884
N 7.314 -0.641 1.223
C 8.682 -1.066 0.876
C 9.684 -1.002 2.094
O 10.791 -1.755 1.680
C 11.850 -2.000 2.708
H 4.218 3.035 2.251
H 3.626 2.168 3.640
H 2.996 1.771 2.101
H 5.287 2.121 0.527
H 4.700 0.535 0.416
H 7.372 1.387 1.665
H 7.333 0.903 -0.121
H 6.871 -1.114 1.998
H 8.956 -0.486 -0.005
H 8.430 -2.105 0.664
H 9.295 -1.452 3.008
H 9.938 0.019 2.379
H 11.390 -2.718 3.387
H 12.229 -1.143 3.265
H 12.642 -2.493 2.145
C -4.583 0.518 -2.475
O -3.738 -0.439 -1.924
C -2.876 -1.156 -2.836
C -1.974 -1.887 -1.809
N -1.034 -1.055 -1.105
C -0.222 -1.821 -0.228
C 0.472 -1.051 0.859
O -0.427 -0.742 1.887
C 0.156 -0.300 3.034
H -5.266 0.082 -3.203
H -3.879 1.268 -2.834
H -5.149 0.921 -1.635
H -2.320 -0.410 -3.404
H -3.423 -1.832 -3.494
H -1.478 -2.778 -2.196
H -2.700 -2.109 -1.027
H -1.543 -0.274 -0.716
H 0.564 -2.354 -0.762
H -0.738 -2.605 0.328
H 1.039 -0.228 0.423
H 1.180 -1.755 1.296
H 0.716 0.599 2.776
H 0.837 -1.108 3.301
H -0.498 -0.223 3.902
N 1.817 0.442 -1.756
C 2.511 -0.071 -2.752
N 3.492 0.653 -2.981
O 2.207 -1.069 -3.354
H 0.951 -0.004 -1.491
H 2.240 1.199 -1.238
H 3.438 1.511 -2.450
H 4.036 0.497 -3.817
N 3.912 -3.252 4.605
C 4.509 -2.160 4.048
N 3.783 -1.166 4.033
O 5.605 -2.113 3.526
H 4.503 -4.050 4.794
H 2.952 -3.299 4.916
H 3.245 -1.033 4.877
H 4.075 -0.469 3.362
N 3.612 -4.826 -3.008
C 2.472 -5.370 -3.452
N 1.466 -4.484 -3.520
O 2.381 -6.470 -3.854
H 3.661 -3.817 -2.991
H 4.551 -5.165 -3.159
H 1.615 -3.520 -3.257
H 0.688 -4.918 -3.996
O -0.309 3.997 -1.202
C -1.669 3.660 -0.832
C -1.678 2.985 0.589
O -3.098 3.075 0.960
H -0.437 4.531 -1.989
H -2.162 4.621 -0.677
H -2.209 3.186 -1.652
H -0.969 3.397 1.307
H -1.312 1.963 0.488
H -3.389 2.269 1.392
O -3.988 4.292 -2.913
C -4.445 5.602 -2.686
C -5.098 5.747 -1.307
O -6.157 4.882 -1.140
H -4.539 3.684 -2.415
H -3.605 6.287 -2.800
H -5.115 5.975 -3.461
H -5.718 6.643 -1.343
H -4.419 5.778 -0.455
H -6.333 4.981 -0.201
*
```

***

No. 5
DFT (ωB97M-V/def2-TZVPD) results for a 5-piece molecular cluster, C31H49ClN2O19S overall.

The HOMO energy comes out at -9.49 eV. For the frontier orbital gap, the calculation gives 9.095 eV.

```
! wB97M-V def2-TZVPD RIJCOSX def2/J DEFGRID3
* xyz 0 1
C -0.239 -4.764 -1.998
C -0.027 -3.709 -3.091
O -0.447 -2.437 -2.571
C 0.025 -1.359 -3.209
O 0.737 -1.392 -4.180
C -0.412 -0.074 -2.553
C 0.584 0.304 -1.454
C 0.207 1.610 -0.755
C 1.024 1.907 0.507
C 0.698 0.950 1.670
C -0.638 0.199 1.643
C -1.879 1.103 1.861
C -3.038 0.649 0.973
S -4.353 1.845 0.771
O -4.980 1.672 -0.498
O -5.196 1.766 1.923
Cl -3.515 3.719 0.762
C 0.850 3.406 0.829
N 1.078 3.856 2.197
C -0.103 4.138 2.999
O 2.425 1.599 0.074
C 3.373 2.269 0.693
O 3.825 2.099 1.770
O 3.917 3.316 -0.128
C 4.622 2.845 -1.111
N 5.362 2.393 -1.870
H -0.523 -5.713 -2.441
H -0.993 -4.432 -1.285
H 0.686 -4.906 -1.451
H 1.023 -3.697 -3.367
H -0.624 -3.975 -3.962
H -0.451 0.696 -3.319
H -1.398 -0.224 -2.106
H 1.550 0.463 -1.935
H 0.740 -0.521 -0.757
H -0.860 1.708 -0.559
H 0.457 2.416 -1.455
H 1.465 0.181 1.651
H 0.779 1.430 2.646
H -0.765 -0.442 0.774
H -0.600 -0.476 2.499
H -2.173 1.158 2.906
H -1.608 2.097 1.508
H -3.544 -0.242 1.344
H -2.679 0.428 -0.032
H 1.455 4.013 0.148
H -0.185 3.644 0.575
H 1.738 3.278 2.696
H -0.544 3.221 3.419
H -0.869 4.641 2.415
H 0.171 4.747 3.860
C 5.845 -2.887 1.561
C 4.713 -1.965 1.931
C 4.485 -1.777 3.414
O 3.082 -1.479 3.466
C 2.504 -2.059 2.389
O 1.328 -2.142 2.220
O 3.440 -2.512 1.528
H 5.836 -3.089 0.490
H 6.803 -2.439 1.824
H 5.750 -3.845 2.074
H 4.829 -1.000 1.431
H 5.062 -0.962 3.843
H 4.665 -2.692 3.984
C -0.882 -9.840 2.151
C 0.119 -8.808 1.702
C -0.307 -7.369 1.883
O 0.422 -6.706 0.843
C 0.642 -7.611 -0.144
O 1.056 -7.342 -1.223
O 0.314 -8.858 0.276
H -0.568 -10.836 1.841
H -0.982 -9.827 3.237
H -1.859 -9.653 1.704
H 1.090 -8.989 2.173
H -0.044 -6.955 2.854
H -1.375 -7.224 1.703
C 4.630 2.413 -5.260
C 5.469 3.546 -5.786
C 5.127 4.911 -5.234
O 5.534 5.779 -6.299
C 5.453 5.073 -7.457
O 5.548 5.544 -8.542
O 5.247 3.759 -7.194
H 4.828 1.498 -5.818
H 4.849 2.237 -4.208
H 3.566 2.631 -5.369
H 6.531 3.327 -5.649
H 5.662 5.154 -4.320
H 4.053 5.038 -5.074
C -7.708 3.172 1.461
C -8.846 4.122 1.728
C -9.119 4.409 3.186
O -10.518 4.720 3.177
C -11.074 4.073 2.120
O -12.241 3.973 1.929
O -10.108 3.559 1.321
H -7.689 2.896 0.406
H -6.753 3.615 1.726
H -7.831 2.250 2.029
H -8.706 5.052 1.169
H -8.548 5.246 3.579
H -8.963 3.532 3.819
*
```